Here is a cluster of 2 separate species, C5H10O2 in total in a non-equilibrium geometry from the Open Molecules 2025 dataset. Energies are from ωB97M-V with the def2-TZVPD basis set.

DFT total energy = -9439.3199 eV
energy above the lowest of the compared OMol25 structures with the same formula, charge and spin = 85.86 kcal/mol
net charge = 0
orbital gap = 8.667 eV
SMILES = C=C/C=C(/C)O.O

Positions of all 17 atoms, in Å:
1 C -2.4423 -0.0095 1.1060
2 C -1.1846 -0.4622 0.8738
3 C -0.2234 -0.0055 -0.0681
4 C 0.8656 -0.8018 -0.1867
5 O 0.9434 -2.2059 0.0228
6 C 2.0181 -0.4511 -1.0543
7 H -3.3224 -0.4470 1.6885
8 H -2.6282 1.0827 0.9216
9 H -0.8923 -1.4061 1.4045
10 H -0.4896 0.7125 -0.8490
11 H 0.0688 -2.5327 -0.1263
12 H 3.0353 -0.5929 -0.7122
13 H 1.8446 0.6094 -1.2133
14 H 2.0898 -0.7822 -2.1241
15 H 0.7147 3.3864 -0.6413
16 H -0.0985 2.5436 0.3898
17 O -0.2588 3.1818 -0.3680

Here are the Mulliken charges for atoms 1 to 5, given in e:
1. C -0.703
2. C -0.162
3. C -0.772
4. C 0.604
5. O -0.542

=====

Here is a structure of composition C4H8O2 from the Open Molecules 2025 dataset. Energies are from ωB97M-V with the def2-TZVPD basis set.

DFT total energy = -8370.5598 eV
energy above the lowest of the compared OMol25 structures with the same formula, charge and spin = 62.77 kcal/mol
net charge = 0
orbital gap = 10.593 eV

Positions of all 14 atoms, in Å:
1 C 1.5561 -0.0322 -0.2732
2 C 0.1795 -0.1443 0.3687
3 O 0.3868 -0.6388 1.6678
4 C -0.8427 -0.6179 -0.9030
5 O -1.1491 0.7718 -1.0301
6 C -0.8147 0.9979 0.3227
7 H 1.5648 -0.8294 -1.0074
8 H 2.3606 -0.2199 0.4373
9 H 1.7113 0.9243 -0.7671
10 H -0.3914 -0.4735 2.2165
11 H -1.7665 -1.1841 -0.7001
12 H -0.4601 -0.9935 -1.8716
13 H -1.6650 0.6754 0.9666
14 H -0.5449 2.0347 0.5338

Here are the Mulliken charges for atoms 1 to 5, given in e:
1. C -1.346
2. C 1.064
3. O -0.558
4. C -0.574
5. O -0.396

=====

Here is an isolated molecule of C8H6F2N4 in a non-equilibrium geometry from the Open Molecules 2025 dataset. Energies are from ωB97M-V with the def2-TZVPD basis set.

DFT total energy = -19786.2168 eV
energy above the lowest of the compared OMol25 structures with the same formula, charge and spin = 0.00 kcal/mol
net charge = 0
orbital gap = 9.722 eV
SMILES = N#CN/C(=N/F)Nc1cccc(F)c1

Positions of all 20 atoms, in Å:
1 C -4.0927 -1.8141 0.4945
2 C 1.8746 0.4840 0.2406
3 C 0.5946 0.9995 0.1827
4 C 2.1298 -0.8218 -0.1451
5 C -0.2180 -1.0927 -0.6905
6 C -0.4654 0.2120 -0.2679
7 C 1.0738 -1.5811 -0.6127
8 C -2.9603 0.1797 -0.1654
9 N -5.0122 -2.4806 0.6261
10 N -4.0899 0.7340 -0.4074
11 N -2.9832 -1.1044 0.3390
12 N -1.7392 0.7764 -0.3187
13 F 1.2985 -2.8443 -1.0166
14 F -3.9524 2.0216 -0.9367
15 H 2.6837 1.1036 0.5941
16 H 0.4057 2.0180 0.4863
17 H 3.1200 -1.2438 -0.1018
18 H -0.9884 -1.7143 -1.1194
19 H -2.1343 -1.4614 0.7588
20 H -1.7779 1.7790 -0.4506

Here are the Mulliken charges for atoms 1 to 5, given in e:
1. C 0.420
2. C -0.416
3. C -0.792
4. C -0.572
5. C -0.302

=====

Here is a cluster of 2 separate species, C2H2ClN2O2 in total in a non-equilibrium geometry from the Open Molecules 2025 dataset. Energies are from ωB97M-V with the def2-TZVPD basis set.

DFT total energy = -21703.3232 eV
energy above the lowest of the compared OMol25 structures with the same formula, charge and spin = 19.79 kcal/mol
net charge = -1
orbital gap = 8.544 eV

Positions of all 9 atoms, in Å:
1 C 0.1973 0.9131 -1.7372
2 C -1.0238 -1.2873 0.5607
3 N 0.2737 -0.5884 2.3787
4 N -0.3196 -0.8605 1.3841
5 O -0.5167 1.1026 -2.6534
6 O 0.9734 0.2051 -1.1995
7 Cl 0.5198 2.8654 -0.8470
8 H -1.2443 -1.1072 -0.5171
9 H 1.1404 -1.2430 2.6307

Here are the Mulliken charges for atoms 1 to 5, given in e:
1. C 0.596
2. C -0.200
3. N -0.919
4. N 0.630
5. O -0.479

=====

Here is a structure of composition C16H41BrN3O5V in a non-equilibrium geometry from the Open Molecules 2025 dataset. Energies are from ωB97M-V with the def2-TZVPD basis set.

DFT total energy = -127689.5531 eV
net charge = 0
<S²> = 6.004
spin multiplicity = 5
orbital gap (alpha / beta) = 5.235 / 8.187 eV

Positions of all 67 atoms, in Å:
1 V -0.1863 2.1312 1.3152
2 Br 0.6212 -0.4504 1.4041
3 C -2.3032 2.4282 -1.0642
4 O -1.9785 1.6391 0.0904
5 C -3.1394 1.2080 0.7465
6 C -2.7239 0.7596 2.1398
7 N -1.8951 1.8048 2.7549
8 C -1.3425 1.3366 4.0468
9 C -0.1514 2.1564 4.5989
10 O 0.6897 2.5058 3.4734
11 C 1.7727 3.2537 4.0110
12 H -1.4190 2.9863 -1.3721
13 H -3.1702 3.0886 -1.0450
14 H -2.6236 1.8477 -1.9294
15 H -3.5649 0.3216 0.2760
16 H -3.8301 2.0496 0.6932
17 H -2.2057 -0.1969 2.0713
18 H -3.6124 0.6449 2.7607
19 H -2.5202 2.5858 2.8943
20 H -1.0225 0.2982 3.9616
21 H -2.1908 1.2487 4.7256
22 H 0.3319 1.5241 5.3436
23 H -0.6791 2.9761 5.0865
24 H 2.3073 2.6702 4.7606
25 H 1.5117 4.1693 4.5416
26 H 2.5686 3.4950 3.3065
27 C 0.5733 1.5330 -3.7196
28 O 1.4672 0.8037 -2.9585
29 C 1.4599 -0.5778 -3.3169
30 C 2.3555 -1.2045 -2.1695
31 N 3.6998 -0.5970 -2.1883
32 C 4.6129 -1.2158 -1.1773
33 C 4.3506 -0.8152 0.3013
34 O 4.1600 0.6312 0.2958
35 C 4.1224 1.1986 1.5519
36 H -0.4476 1.2398 -3.4747
37 H 0.6794 1.3810 -4.7937
38 H 0.6280 2.5989 -3.4983
39 H 1.9455 -0.6799 -4.2875
40 H 0.5223 -1.1317 -3.3647
41 H 2.4423 -2.2769 -2.3444
42 H 2.0166 -0.8919 -1.1818
43 H 4.0121 -0.7692 -3.1333
44 H 5.5889 -0.8371 -1.4807
45 H 4.7682 -2.2931 -1.2360
46 H 5.2208 -1.0669 0.9075
47 H 3.4987 -1.4413 0.5665
48 H 5.0163 0.9911 2.1400
49 H 3.2658 0.7833 2.0828
50 H 3.9048 2.2666 1.5654
51 C -1.8811 -4.4546 -0.9621
52 C -1.3986 -3.2168 -1.7178
53 C -2.2826 -2.0239 -1.6435
54 O -3.5580 -2.3345 -2.1613
55 C -4.5569 -1.3271 -1.8429
56 N -0.0224 -2.9533 -1.3767
57 H -2.9145 -4.6882 -1.2185
58 H -1.8511 -4.1531 0.0849
59 H -1.2443 -5.3369 -1.0266
60 H -1.3472 -3.4805 -2.7742
61 H -1.8508 -1.2871 -2.3209
62 H -2.2220 -1.5523 -0.6627
63 H -4.8202 -1.3586 -0.7857
64 H -5.4321 -1.4725 -2.4761
65 H -4.0929 -0.3755 -2.1024
66 H -0.0767 -2.2974 -0.6106
67 H 0.4437 -3.7990 -1.0804

Here are the Mulliken charges for atoms 1 to 5, given in e:
1. V 0.222
2. Br -0.648
3. C -0.777
4. O 0.177
5. C -0.137

=====

Here is a structure of composition C4H10O3Ru in a non-equilibrium geometry from the Open Molecules 2025 dataset. Energies are from ωB97M-V with the def2-TZVPD basis set.

DFT total energy = -13019.8606 eV
net charge = +1
<S²> = 8.760
spin multiplicity = 6
orbital gap (alpha / beta) = 9.430 / 7.193 eV

Positions of all 18 atoms, in Å:
1 C 0.1936 2.3151 1.1124
2 O 0.8972 1.1944 1.7212
3 C 0.1469 0.0236 1.8684
4 C 0.1197 -0.8701 0.6387
5 O -0.6769 -0.3276 -0.4037
6 H 0.9944 3.0153 0.8165
7 H -0.3491 2.8382 1.9277
8 H -0.8875 0.2546 2.1862
9 H 0.6143 -0.5667 2.6721
10 H -0.3007 -1.8538 0.9090
11 H 1.1553 -1.0343 0.2927
12 Ru -0.9703 1.6298 -0.5270
13 O -1.2598 1.5680 -2.3672
14 H -1.8561 0.9982 -2.8510
15 C -0.5108 -0.9514 -1.8898
16 H -0.2494 -0.6283 -2.9073
17 H -1.5026 -1.3311 -2.1692
18 H 0.4847 -1.4084 -1.7695

Here are the Mulliken charges for atoms 1 to 5, given in e:
1. C -0.444
2. O -0.328
3. C -0.762
4. C -0.202
5. O -0.451

=====

Here is an isolated molecule of C3HNOS2 in a non-equilibrium geometry from the Open Molecules 2025 dataset. Energies are from ωB97M-V with the def2-TZVPD basis set.

DFT total energy = -28331.3150 eV
energy above the lowest of the compared OMol25 structures with the same formula, charge and spin = 72.37 kcal/mol
net charge = 0
orbital gap = 7.878 eV
SMILES = N#CC(=S)C(=O)S

Positions of all 8 atoms, in Å:
1 C 0.5521 0.7973 -0.1535
2 C -0.4176 -0.4839 0.0937
3 C -1.3058 -0.7440 -1.1156
4 H 1.7141 0.3810 1.7186
5 N -1.9564 -1.5990 -1.8767
6 O -0.0448 1.6080 -0.9660
7 S 1.8589 1.3681 0.9025
8 S -0.4004 -1.3274 1.3971

Here are the Mulliken charges for atoms 1 to 5, given in e:
1. C 0.454
2. C 0.439
3. C 0.151
4. H 0.111
5. N -0.364

=====

Here is an isolated molecule of C20H22N2O from the Open Molecules 2025 dataset. Energies are from ωB97M-V with the def2-TZVPD basis set.

DFT total energy = -26125.4449 eV
energy above the lowest of the compared OMol25 structures with the same formula, charge and spin = 15.65 kcal/mol
net charge = 0
orbital gap = 9.123 eV
SMILES = C[C@H](C(=O)N1CCc2ccccc21)N1CCc2ccccc2C1

Positions of all 45 atoms, in Å:
1 C 0.2334 0.1924 -2.6918
2 H -0.2669 1.0965 -3.0328
3 H -0.2926 -0.6773 -3.0764
4 H 1.2453 0.1807 -3.0915
5 C 0.2731 0.1488 -1.1545
6 N -1.0055 0.3285 -0.4828
7 C -2.0896 -0.5224 -0.9299
8 C -3.3269 -0.3375 -0.0970
9 C -4.3405 -1.2863 -0.1621
10 C -5.5090 -1.1256 0.5573
11 C -5.6777 -0.0054 1.3547
12 C -4.6750 0.9431 1.4228
13 C -3.4979 0.7888 0.7012
14 C -2.4052 1.8149 0.7917
15 C -1.4555 1.7028 -0.3981
16 H -0.5971 2.3623 -0.2454
17 H -1.9776 2.0255 -1.3167
18 H -2.8309 2.8196 0.8433
19 H -1.8367 1.6426 1.7103
20 H -4.8024 1.8205 2.0420
21 H -6.5887 0.1280 1.9196
22 H -6.2879 -1.8717 0.4979
23 H -4.2045 -2.1587 -0.7855
24 H -1.7572 -1.5601 -0.8734
25 H -2.3665 -0.3100 -1.9815
26 C 0.8740 -1.1854 -0.7126
27 O 0.2865 -2.2444 -0.8328
28 N 2.0997 -1.1661 -0.1189
29 C 3.0685 -0.1736 0.0479
30 C 3.3321 0.9591 -0.7051
31 C 4.3943 1.7729 -0.3312
32 C 5.1944 1.4609 0.7521
33 C 4.9662 0.2947 1.4728
34 C 3.9179 -0.5177 1.1078
35 C 3.4949 -1.8366 1.6853
36 H 2.9931 -1.6892 2.6451
37 H 4.3364 -2.5097 1.8424
38 C 2.5254 -2.3580 0.6207
39 H 3.0237 -3.0500 -0.0668
40 H 1.6448 -2.8562 1.0270
41 H 5.6076 0.0223 2.2975
42 H 6.0123 2.1104 1.0236
43 H 4.6007 2.6600 -0.9111
44 H 2.7638 1.2089 -1.5857
45 H 0.9036 0.9576 -0.7792

Here are the Mulliken charges for atoms 1 to 5, given in e:
1. C -1.770
2. H 0.346
3. H 0.412
4. H 0.524
5. C 0.379